C15H37GaGeN3OS4SbSi | wB97M-V/def2-TZVPD

XYZ file:
```
64
Properties=species:S:1:pos:R:3:forces:R:3
Ga -0.55017 -0.68889 0.72502 0.1 0.2 -0.6
S -0.50481 -1.73563 -3.41454 -0.1 -0.1 -0.1
Sb 1.11697 -0.55556 -2.23438 0.2 -0.1 0.1
S -0.41463 1.02412 -1.04975 -0.1 0.1 0.0
S 0.59034 -2.27952 -0.62143 -0.1 0.3 0.0
O -2.29612 1.41524 1.64028 0.1 0.0 0.0
H -2.74981 1.80300 0.88373 0.0 0.0 0.0
H -2.99343 1.08042 2.21432 0.0 0.0 0.0
C 1.71466 -1.52967 3.09765 0.0 0.0 0.0
Si 0.28437 -0.33541 2.94024 0.0 0.0 0.0
C -1.04990 -0.72875 4.18688 -0.1 -0.1 0.0
C 0.85488 1.43612 3.10200 0.1 0.0 0.0
H 2.13790 -1.46722 4.10384 0.0 0.0 0.0
H 2.50873 -1.30395 2.38314 0.0 0.0 0.0
H 1.40709 -2.56278 2.92520 0.0 0.0 0.0
H -0.67449 -0.58153 5.20261 0.0 0.0 0.0
H -1.37440 -1.76643 4.09032 0.0 0.0 0.0
H -1.92762 -0.09202 4.06308 0.0 0.0 0.0
H 1.38651 1.57591 4.04721 0.0 0.0 0.0
H 0.00407 2.11931 3.07815 0.0 0.0 0.0
H 1.54167 1.71827 2.30067 0.0 0.0 0.0
C 3.81122 4.75198 -1.00123 0.0 0.0 0.0
C 3.41883 4.98147 -2.45473 0.0 0.0 0.0
C 1.93966 4.75461 -2.75052 0.0 0.0 0.0
C 1.44590 3.32301 -2.49227 0.0 0.0 0.0
Ge 0.96130 2.83910 -0.65345 0.1 0.0 0.0
C -0.23541 4.08037 0.26660 0.0 0.0 0.0
C 0.40226 5.35935 0.81607 0.0 0.1 0.0
C 1.42111 5.13141 1.92534 0.0 -0.1 0.0
C 2.02604 6.43853 2.41963 0.0 0.0 0.0
H 4.84054 5.06152 -0.81870 0.0 0.0 0.0
H 3.74448 3.69908 -0.71827 0.0 0.0 0.0
H 3.17656 5.32884 -0.32320 0.0 0.0 0.0
H 4.01528 4.33369 -3.10428 0.0 0.0 0.0
H 3.67338 6.00494 -2.73803 0.0 0.0 0.0
H 1.75923 4.98726 -3.80265 0.0 0.0 0.0
H 1.33577 5.47124 -2.18580 0.0 0.0 0.0
H 2.18146 2.60100 -2.86252 0.0 0.0 0.0
H 0.52643 3.14260 -3.05575 0.0 0.0 0.0
H 2.11039 2.25152 0.18048 0.0 0.0 0.0
H -0.73305 3.52810 1.06886 0.1 0.0 0.0
H -1.00439 4.33119 -0.47067 0.0 0.0 0.0
H -0.39492 6.00061 1.20471 0.0 0.0 0.0
H 0.86513 5.93130 0.00628 0.0 0.0 0.0
H 2.22082 4.46881 1.57518 0.0 0.0 0.0
H 0.93907 4.60338 2.75386 0.0 0.0 0.0
H 2.54200 6.96165 1.61087 0.0 0.0 0.0
H 2.74703 6.26995 3.21908 0.0 0.0 0.0
H 1.25364 7.10818 2.80242 0.0 0.0 0.0
C -4.67860 -3.62265 3.28055 0.0 0.0 0.0
C -3.52749 -4.03398 2.36101 0.0 0.0 0.0
C -3.31789 -3.05590 1.25372 -0.3 0.2 -0.5
N -2.50429 -2.06839 1.28644 0.2 -0.3 0.5
N -2.47562 -1.29331 0.15324 0.1 -0.2 0.4
C -3.31310 -1.70569 -0.76848 -0.1 0.0 0.0
N -3.47932 -1.10005 -1.95446 0.0 0.0 0.0
S -4.21795 -3.08717 -0.25318 0.0 0.0 0.1
H -4.79980 -4.35275 4.07900 0.0 0.0 0.0
H -5.62133 -3.56038 2.73597 0.0 0.0 0.0
H -4.47929 -2.65157 3.73371 0.0 0.0 0.0
H -3.70557 -5.02375 1.93854 0.0 0.0 0.0
H -2.59097 -4.08773 2.91702 0.0 0.0 0.0
H -2.68546 -0.57321 -2.29467 0.0 0.0 0.0
H -4.00556 -1.57567 -2.66788 0.0 0.0 0.0
```
Positions in Å, forces in eV/Å.

Its HOMO energy (alpha / beta) is -0.411 / -0.419 Ha. As for the HOMO-LUMO gap (alpha / beta): 8.4 / 6.6 eV. The spin multiplicity is 2. For the LUMO energy (alpha / beta), the calculation gives -2.75 / -4.76 eV. Its charge is +1. For the energy above the lowest of the compared OMol25 structures with the same formula, charge and spin, the calculation gives 11.9 kJ/mol.

Results of the Mulliken charge analysis, in e, for atoms 1 through 2: number 1, Ga, carries 0.618; number 2, S, carries -0.314

C15H38BN4O5 | wB97M-V/def2-TZVPD

XYZ file:
```
63
Properties=species:S:1:pos:R:3:forces:R:3
C -4.44891 3.10284 -3.30499 0.0 0.0 0.0
C -3.02290 2.84133 -3.78697 0.0 0.2 0.0
C -1.97048 2.98681 -2.66861 -0.1 -0.1 0.0
N -1.05339 1.85937 -2.59237 0.1 0.0 0.1
C -0.60850 1.44004 -1.27528 0.7 0.3 -0.4
B 0.87550 1.77488 -0.99263 -0.1 -0.3 -0.1
O 1.31310 2.02250 0.30217 0.3 0.2 -0.1
O 1.90249 1.86379 -1.97928 -0.1 0.4 0.3
N -0.72813 -0.08864 -1.09978 -0.9 0.0 0.4
C -1.22219 -0.41361 0.23568 -0.2 0.2 0.0
C -1.51391 -0.68853 -2.09476 0.5 0.2 -0.1
C -0.75898 -1.06389 -3.35299 -0.1 0.1 0.0
O -2.68567 -0.98531 -1.95060 -0.1 -0.4 0.1
H -4.62977 2.58972 -2.35877 -0.1 -0.1 -0.1
H -5.19336 2.76724 -4.03084 0.0 0.0 0.0
H -4.61556 4.17093 -3.13848 0.0 0.0 0.1
H -2.94082 1.83498 -4.20092 0.0 0.0 0.1
H -2.80620 3.55520 -4.59012 0.0 -0.2 -0.1
H -1.43594 3.94284 -2.80448 0.0 0.0 0.1
H -2.46073 3.02075 -1.69481 0.0 0.1 0.0
H -0.28312 2.00099 -3.24779 -0.1 -0.1 -0.1
H 0.51790 2.30557 0.76979 -0.1 -0.5 0.1
H 1.69295 2.63213 -2.51597 0.1 -0.1 -0.3
H -0.39274 -0.36644 0.94364 0.0 0.0 0.0
H -1.65518 -1.41711 0.24791 0.1 0.0 0.1
H -1.98127 0.30856 0.56032 0.0 -0.1 0.0
H -0.46288 -0.15893 -3.88319 0.0 0.0 0.0
H -1.39285 -1.68328 -3.98784 0.0 0.1 0.0
H 0.14927 -1.60348 -3.08489 0.0 0.0 0.0
C 4.28038 0.30216 -0.10527 0.0 0.0 0.0
C 5.03676 -1.00588 0.09607 0.0 0.1 -0.1
C 6.43736 -0.82954 0.69494 0.0 -0.1 0.1
O 7.41888 -0.32086 -0.19265 0.0 0.0 0.0
C 7.39056 1.07821 -0.38663 0.0 0.0 0.0
N 5.05670 -1.76544 -1.15603 0.1 -0.1 0.1
H 4.60151 0.82984 -1.00304 0.0 0.0 0.0
H 3.21491 0.11964 -0.21915 0.0 0.0 0.0
H 4.41164 0.96613 0.75131 0.0 0.0 0.0
H 4.47934 -1.60437 0.82539 0.0 0.0 0.0
H 6.81255 -1.81222 0.99485 0.0 0.0 0.0
H 6.38997 -0.20055 1.59532 0.0 0.0 0.0
H 7.12255 1.60001 0.53837 0.0 0.0 0.0
H 6.68672 1.37618 -1.16630 0.0 0.0 0.0
H 8.39402 1.38248 -0.68582 0.0 0.0 0.0
H 5.44541 -2.68896 -0.99404 0.0 0.0 0.0
H 5.69759 -1.31009 -1.79898 -0.1 0.0 0.0
C -4.67087 -2.63759 4.52063 0.0 0.0 0.0
C -3.72470 -3.03873 3.39214 -0.1 0.0 0.0
C -2.28438 -2.54675 3.57781 0.0 -0.1 -0.1
O -2.09380 -1.17444 3.32970 0.0 0.1 0.0
C -2.44465 -0.28846 4.36592 0.1 0.0 0.0
N -4.30753 -2.62904 2.11590 0.1 0.0 0.0
H -4.98891 -1.60001 4.41627 0.0 0.0 0.0
H -5.56827 -3.25547 4.48923 0.0 0.0 0.0
H -4.20191 -2.75783 5.49973 0.0 0.0 0.0
H -3.66579 -4.13344 3.38496 0.0 0.0 0.0
H -1.65960 -3.05542 2.83929 0.0 0.0 0.0
H -1.90536 -2.81286 4.57675 -0.1 0.0 0.0
H -2.21444 -0.71515 5.35010 0.0 0.0 0.0
H -3.50318 -0.01396 4.34037 0.0 0.0 0.0
H -1.85510 0.61659 4.22401 0.0 0.0 0.0
H -3.76465 -3.00431 1.34430 0.0 0.0 0.0
H -4.21145 -1.62111 2.02137 0.0 0.0 0.0
```
Positions in Å, forces in eV/Å.

Its HOMO energy is -0.074 Ha. As for the HOMO-LUMO gap: 4.8 eV. The spin multiplicity is 1. For the LUMO energy, the calculation gives 2.76 eV. Its charge is -1.

Results of the Mulliken charge analysis, in e, for atoms 1 through 2: number 1, C, carries -1.291; number 2, C, carries -0.204

C15H39BrN3O4P | wB97M-V/def2-TZVPD

XYZ file:
```
63
Properties=species:S:1:pos:R:3:forces:R:3
C 0.35610 -2.59422 2.98499 0.0 0.1 0.0
O 0.98681 -1.35790 3.24106 0.0 0.0 0.0
C 1.21230 -0.57486 2.07938 -0.1 0.0 0.0
C -0.06028 0.02085 1.47125 0.0 0.1 0.3
N -0.62876 1.14240 2.22835 0.1 -0.1 0.0
C -1.35138 0.81337 3.46613 0.0 0.0 0.0
C -2.85423 1.04840 3.35386 -0.1 0.0 0.1
C -3.53212 0.24424 2.24956 0.1 0.0 -0.1
Br -4.60625 -1.24037 2.92626 0.0 0.0 0.1
P 0.27339 0.66326 -0.24017 -0.1 -0.1 -0.1
C -1.44358 0.92156 -0.81353 0.0 0.0 0.1
O 0.66486 -0.74008 -1.03279 0.2 0.0 0.0
H 0.73928 -3.05040 2.06436 0.0 0.0 0.0
H 0.57809 -3.25014 3.82478 0.0 0.0 0.0
H -0.73280 -2.49347 2.89820 0.0 0.0 0.0
H 1.87955 0.23341 2.38938 0.0 0.0 0.0
H 1.74286 -1.17813 1.32943 0.0 0.0 0.0
H -0.82120 -0.76585 1.40773 0.0 0.0 -0.1
H 0.12734 1.78194 2.44018 -0.1 0.1 0.0
H -0.98057 1.45885 4.26524 0.0 -0.1 0.0
H -1.14813 -0.21434 3.77661 0.0 0.0 0.0
H -3.31108 0.81018 4.31666 0.0 0.0 0.0
H -3.03852 2.11163 3.18254 0.1 0.0 -0.1
H -2.81387 -0.23267 1.59233 0.0 0.1 0.0
H -4.20679 0.83750 1.64152 0.0 0.0 0.1
H -1.81908 1.86347 -0.41328 0.0 0.0 0.0
H -2.11687 0.11361 -0.51127 0.0 0.0 0.0
H -1.44643 0.97150 -1.90321 0.0 0.0 0.0
H 0.02128 -1.45240 -0.94188 -0.1 0.0 0.0
C -4.03671 -1.53302 -3.40203 0.0 0.0 0.0
C -4.16510 -0.17736 -4.08515 0.0 0.1 0.1
C -4.82062 -0.23828 -5.46692 0.0 -0.1 0.0
O -4.01126 -0.82785 -6.46688 0.1 0.0 0.0
C -4.16122 -2.22235 -6.63374 -0.1 0.0 0.0
N -2.85341 0.47005 -4.10333 0.0 0.0 -0.1
H -3.24030 -2.12334 -3.85832 0.0 0.0 0.0
H -3.78151 -1.39583 -2.35154 0.0 0.0 0.0
H -4.96478 -2.10360 -3.46437 0.0 0.0 0.0
H -4.82291 0.44993 -3.47263 0.0 0.0 0.0
H -5.01023 0.78361 -5.80447 0.0 0.0 0.0
H -5.78434 -0.76140 -5.40722 0.0 0.0 0.0
H -5.21147 -2.51960 -6.53890 0.0 0.0 0.0
H -3.57535 -2.79716 -5.91212 0.0 0.0 0.0
H -3.81690 -2.46609 -7.63749 0.0 0.0 0.0
H -2.93958 1.42939 -4.42182 0.0 0.0 0.0
H -2.26805 0.00165 -4.78897 0.0 0.0 0.0
C 7.28376 1.05990 1.23580 0.0 0.0 0.0
C 6.58271 1.19202 2.58170 0.0 0.0 0.1
C 5.17105 0.59959 2.60404 0.0 0.0 0.0
O 4.21498 1.34469 1.87314 0.0 0.0 0.0
C 4.06807 0.98891 0.50978 0.0 -0.1 0.1
N 6.62309 2.59108 3.00415 0.0 0.0 0.0
H 6.87107 1.76500 0.51267 0.0 0.0 0.0
H 8.34289 1.28830 1.34596 0.0 0.0 0.0
H 7.18034 0.05287 0.82795 0.0 0.0 0.0
H 7.15438 0.61852 3.32038 0.0 0.0 0.0
H 4.81516 0.59384 3.63762 0.0 0.0 0.0
H 5.18883 -0.43873 2.24570 0.0 0.0 0.0
H 4.16387 -0.09508 0.38032 0.0 0.0 0.0
H 4.79866 1.48027 -0.13710 0.0 0.0 0.0
H 3.06592 1.29293 0.21205 0.0 0.0 -0.1
H 6.29126 2.68087 3.95804 0.0 0.0 0.0
H 5.97781 3.12496 2.42998 0.0 0.0 0.0
```
Positions in Å, forces in eV/Å.

Its HOMO energy is -0.317 Ha. As for the HOMO-LUMO gap: 9.2 eV. The spin multiplicity is 1. For the LUMO energy, the calculation gives 0.55 eV. Its charge is 0. For the energy above the lowest of the compared OMol25 structures with the same formula, charge and spin, the calculation gives 0.0 kJ/mol.

Results of the Mulliken charge analysis, in e, for atoms 1 through 2: number 1, C, carries -0.678; number 2, O, carries -0.427